No. 1
The following is a DFT calculation (ωB97M-V/def2-TZVPD) of an isolated ion of composition C5H10NO2 and charge +1.

The geometry in XYZ format:
```
18
C5H10NO2 | OMol25 | ωB97M-V/def2-TZVPD
N -1.06 -2.30 0.38
C -0.94 -0.98 -0.39
C -1.18 0.11 0.31
C -0.72 1.47 -0.20
C 0.77 1.63 0.19
C 1.63 0.70 -0.57
O 1.38 0.29 -1.68
O 2.60 0.07 0.18
H -1.79 -2.40 1.09
H -0.20 -2.56 0.88
H -1.34 -3.07 -0.21
H -0.54 -1.25 -1.35
H -1.72 0.10 1.25
H -1.28 2.19 0.40
H -1.01 1.71 -1.22
H 0.95 1.61 1.27
H 1.04 2.68 -0.01
H 3.40 0.00 -0.31
```

E_tot, Ha: -401.474203
Charge: +1
E_LUMO, eV: -3.7053
Energy relative to the best compared isomer or geometry (same formula, charge and spin), kcal per mole: 31.9
Kohn-Sham gap, eV: 10.37
Structure (SMILES): [NH3+]/C=C/CCC(=O)O

No. 2
The following is a DFT calculation (ωB97M-V/def2-TZVPD) of C5H10NO2P in the gas phase.

The geometry in XYZ format:
```
19
C5H10NO2P | OMol25 | ωB97M-V/def2-TZVPD
C -0.20 -1.80 -0.65
C -0.43 -0.85 0.50
C -1.81 -0.15 0.42
O -2.87 -0.67 0.46
O -1.63 1.25 0.48
C -0.23 1.46 0.35
C 0.15 1.85 -1.07
N 0.40 0.28 0.80
P 2.06 0.19 1.10
H -0.11 -1.38 -1.75
H -0.92 -2.73 -0.49
H 0.79 -2.20 -0.60
H -0.43 -1.47 1.43
H -0.01 2.22 1.06
H 1.05 2.42 -1.13
H -0.63 2.40 -1.53
H 0.21 0.88 -1.47
H 2.47 -0.86 0.07
H 2.14 -0.84 2.02
```

E_tot, Ha: -743.067498
Charge: 0
E_LUMO, eV: 0.7453
Energy relative to the best compared isomer or geometry (same formula, charge and spin), kcal per mole: 32.0
Kohn-Sham gap, eV: 10.19
Structure (SMILES): C[C@@H]1C(=O)O[C@H](C)N1P

No. 3
The following is a DFT calculation (ωB97M-V/def2-TZVPD) of C5H10NO2P as an isolated structure.

The geometry in XYZ format:
```
19
C5H10NO2P | OMol25 | ωB97M-V/def2-TZVPD
C 2.09 1.78 0.72
C 3.05 2.48 0.52
C 1.31 -2.18 0.59
C -3.12 1.16 -0.73
C 0.55 -1.61 -0.55
N -2.02 1.32 0.19
O -2.18 -1.05 1.06
O 0.01 -0.53 -0.55
P -1.35 0.15 1.16
H 1.24 1.19 0.90
H 2.37 -2.16 0.34
H 1.14 -1.61 1.49
H 1.03 -3.22 0.74
H -3.89 1.92 -0.56
H -2.78 1.23 -1.76
H -3.55 0.17 -0.56
H 0.52 -2.23 -1.46
H 3.88 3.09 0.33
H -1.54 2.21 0.14
```

E_tot, Ha: -743.033697
Charge: 0
E_LUMO, eV: 0.5857
Energy relative to the best compared isomer or geometry (same formula, charge and spin), kcal per mole: 53.2
Kohn-Sham gap, eV: 9.61